DFT (the ωB97M-V functional and the def2-TZVPD basis) results for C5H9N as an isolated structure.

Values from the calculation:
LUMO (alpha / beta), eV: -6.01 / -6.31
E_tot, eV: -6808.2763
M, u: 83.13
HOMO level (alpha / beta), eV: -13.421 / -14.568
Gap between HOMO and LUMO (alpha / beta), Ha: 0.2725 / 0.3033

The geometry in ORCA input format:
```
! RIJCOSX wB97M-V def2-TZVPD def2/J DEFGRID3
* xyz 1 2
C 1.312 -0.857 -0.641
N 0.470 1.999 0.979
C -0.199 1.039 0.125
C 0.442 0.255 -0.869
C -1.648 -1.124 -0.162
C -1.005 0.002 0.441
H 2.070 -0.680 0.237
H 2.004 -1.092 -1.540
H 0.745 -1.727 -0.239
H 1.401 2.016 1.264
H -0.125 2.627 1.453
H -0.108 0.063 -1.894
H -1.927 -0.881 -1.205
H -2.311 -1.615 0.465
H -1.120 -0.027 1.587
*
```